Here is an isolated molecule of C5H9BrSi from the OMol25 dataset. Energies are from ωB97M-V with the def2-TZVPD basis set.

Geometry as XYZ:
```
16
C5H9BrSi, DFT ωB97M-V with the def2-TZVPD basis set
Br -4.29856 -0.37709 -0.86767
Si 1.17034 -0.04627 0.34945
C -3.29759 -0.69313 0.81745
C 1.50594 1.86006 0.06214
C -0.62472 -0.33431 0.46459
C 1.82537 -1.00267 -1.21502
C -1.80934 -0.56698 0.56621
H 1.23491 -1.57598 -1.80221
H 0.69566 2.52316 -0.20812
H 1.98398 2.28230 0.91124
H 1.76849 -0.64938 1.59615
H -3.41018 -1.65400 1.35438
H 2.70486 -1.53212 -0.97430
H -3.76609 0.01110 1.55929
H 2.28822 1.86642 -0.78339
H 2.02874 -0.11113 -1.83017
```

Output
- SMILES string = C[SiH](C)C#CCBr
- total charge = 0
- LUMO level (hartree) = 0.021
- Kohn-Sham gap (eV) = 10.402

Just the Löwdin charges please, in e? Sure, here they are: Br 0.574; Si 0.593; C -0.597; C -0.204; C -0.153; C -0.186; C -0.197; H -0.021; H 0.018; H -0.012; H -0.015; H 0.070; H 0.002; H 0.068; H 0.043; H 0.017

Here is a structure of composition C3H2I2N3ReS4Sb from the OMol25 dataset. Energies are from ωB97M-V with the def2-TZVPD basis set.

Geometry as XYZ:
```
16
C3H2I2N3ReS4Sb, DFT ωB97M-V with the def2-TZVPD basis set
Re -0.89231 0.40803 -0.56195
I -1.25536 1.66560 2.07557
I -0.05396 3.14260 -0.94901
Sb -2.24525 -2.20329 -2.35802
S -4.32701 -2.33626 -3.26302
S -0.64065 -3.82052 -2.35826
S -1.22980 0.08228 -2.78361
S -2.42893 -1.17800 -0.05503
N 2.75980 -1.41756 0.82578
N 4.00933 -2.24016 2.74508
N 0.87674 -0.16149 0.02272
C -0.09410 3.29103 1.22360
C 1.75028 -0.82014 0.48803
C 3.39056 -1.85685 1.85423
H 0.92722 3.20819 1.58563
H -0.54658 4.23656 1.50825
```

Output
- 2S+1 = 4
- total charge = 0
- LUMO level (alpha / beta) (hartree) = -0.093 / -0.114
- Kohn-Sham gap (alpha / beta) (eV) = 5.972 / 5.320

Just the Löwdin charges please, in e? Sure, here they are: Re 0.257; I 0.869; I 0.868; Sb -0.035; S -0.145; S -0.161; S -0.062; S -0.065; N 0.144; N 0.132; N -0.133; C -0.993; C -0.270; C -0.360; H -0.020; H -0.026

Here is a cluster of 3 separate species, C17H42BN8O5S in total from the OMol25 dataset. Energies are from ωB97M-V with the def2-TZVPD basis set.

Geometry as XYZ:
```
74
C17H42BN8O5S, DFT ωB97M-V with the def2-TZVPD basis set
S 0.05720 3.63823 1.74879
O -0.24926 5.38749 -2.80441
O 5.65540 -2.70367 -1.83827
O -3.05605 3.53667 3.13963
O -1.59428 -1.44436 -2.14395
O 3.08376 -2.14605 1.64420
N -2.04963 -0.85843 0.21928
N 7.02255 -3.28626 -3.54910
N -3.97104 -1.60808 -1.47413
N -2.20546 4.25065 -2.85091
N -2.16693 6.52364 -3.21508
N 4.98004 -4.30786 -3.29388
N -1.04924 1.01934 1.44792
N -1.59146 1.30970 -0.73644
C -4.59070 -1.83358 1.78076
C 5.87209 -3.38797 -2.82961
C -1.99296 -1.79003 1.37382
C 2.17223 1.27023 -1.02654
C 3.52048 0.19135 0.90676
C 4.21953 -2.80569 1.07564
C 3.41893 -0.83808 2.08802
C -1.91053 1.37296 2.58903
C 0.67257 1.24042 -1.48886
C -0.29888 2.00749 -0.52294
C -3.09256 -3.51228 2.91255
C 2.42127 -0.03968 -0.18009
C -1.62358 0.35156 0.33949
C 0.02434 1.93599 1.03506
C -1.46192 5.39178 -2.94864
C -3.27045 -2.65158 1.60203
C -3.04991 2.40128 2.26926
B -2.57234 -1.29439 -1.13811
H 4.30221 -3.82533 1.51169
H -0.44842 3.01203 -0.95987
H 5.13713 -4.87852 -4.10231
H 2.85149 1.26142 -1.89764
H -2.39882 0.45975 2.99417
H 7.22213 -3.83553 -4.36292
H 2.32692 2.18732 -0.41960
H 4.52416 0.07097 0.45119
H -1.16401 -2.50286 1.14845
H -4.67826 -1.44080 2.81709
H -4.71930 -1.04588 1.01692
H -3.35417 -3.40390 0.78321
H 4.40733 -0.84683 2.60525
H 1.34729 4.04595 1.47083
H -1.81798 -2.29229 -2.54913
H 2.66257 -0.54769 2.84472
H -2.12974 -4.06405 2.84002
H -3.89894 -4.27309 2.97155
H 4.05543 -2.93478 -0.01361
H -1.64739 7.37876 -3.29262
H 1.47079 -0.25715 0.36885
H -3.20110 4.21749 -2.96158
H 2.62752 -0.91783 -0.81924
H -1.69570 -1.28681 2.31319
H 3.45293 1.20211 1.37068
H -4.31694 -2.44576 -1.01927
H -4.59967 -0.82623 -1.32547
H 0.31307 0.20178 -1.66242
H -2.43230 1.87671 -0.63955
H -3.02866 2.80731 1.23757
H -2.36462 3.43925 3.79797
H 1.00500 1.50706 1.30710
H 4.12137 -4.40962 -2.78677
H 0.59967 1.74707 -2.47814
H 7.70189 -2.61847 -3.23456
H -3.13814 -2.85899 3.80474
H -5.43466 -2.55328 1.67746
H -1.24773 1.74251 3.39998
H -4.04570 1.91952 2.40848
H -1.70822 3.40253 -2.65431
H -3.16124 6.54687 -3.33655
H 5.17961 -2.28154 1.24324
```

Output
- total charge = +1
- LUMO level (hartree) = -0.114
- Kohn-Sham gap (eV) = 8.153

Just the Löwdin charges please, in e? Sure, here they are: S 0.809; O 0.025; O 0.010; O -0.075; O 0.157; O -0.216; N 0.165; N 0.154; N 0.177; N 0.150; N 0.158; N 0.151; N -0.046; N 0.089; C -0.071; C -0.679; C -0.077; C -0.163; C -0.166; C -0.104; C -0.244; C -0.131; C -0.134; C -0.274; C -0.065; C -0.191; C -0.206; C -0.508; C -0.685; C -0.389; C -0.225; B -0.522; H 0.092; H 0.119; H 0.095; H 0.119; H 0.115; H 0.096; H 0.104; H 0.117; H 0.156; H 0.087; H 0.056; H 0.130; H 0.120; H -0.087; H 0.115; H 0.117; H 0.089; H 0.093; H 0.063; H 0.110; H 0.093; H 0.094; H 0.121; H 0.126; H 0.109; H 0.074; H 0.084; H 0.104; H 0.130; H 0.109; H 0.070; H 0.088; H 0.100; H 0.121; H 0.106; H 0.086; H 0.096; H 0.123; H 0.122; H 0.071; H 0.096; H 0.095

Here is an isolated molecule of C4H6OSi from the OMol25 dataset. Energies are from ωB97M-V with the def2-TZVPD basis set.

Geometry as XYZ:
```
12
C4H6OSi, DFT ωB97M-V with the def2-TZVPD basis set
Si -2.69136 -0.81650 -0.05468
O 2.23041 -0.35722 1.25925
C 3.06179 -0.62688 -0.95696
C -0.79724 -0.58032 -0.29734
C 0.59825 -0.80911 -0.29060
C 1.96230 -0.65874 0.11283
H -3.28797 0.28211 -1.00966
H -3.10496 -2.19835 -0.60999
H 2.81837 -0.45006 -1.97914
H 3.60812 0.14820 -0.51531
H 3.59437 -1.54066 -0.97125
H -2.72894 -0.54598 1.41214
```

Output
- SMILES string = CC(=O)C#C[SiH3]
- total charge = 0
- LUMO level (hartree) = -0.022
- Kohn-Sham gap (eV) = 9.060

Just the Löwdin charges please, in e? Sure, here they are: Si 0.573; O 0.088; C -0.004; C -0.168; C 0.018; C -0.515; H -0.063; H -0.066; H 0.074; H 0.065; H 0.072; H -0.074

What E values result from the calculations? In sequence: -3059.34921, -2786.39033, -1910.09462, -520.58411 Eh.
What relative energy (zero: lowest compared OMol25 entry of this formula, charge and spin) values result from the calculations? In sequence: 34.28, 12.82, 42.73, 89.48 kcal/mol.